{
  "formula": "C8H19NO4S3V",
  "method": "ωB97M-V/def2-TZVPD",
  "symbols": ["V", "S", "S", "C", "C", "C", "N", "C", "C", "H", "H", "H", "H", "H", "H", "H", "H", "C", "H", "H", "H", "H", "H", "H", "H", "C", "C", "H", "H", "H", "H", "O", "S", "O", "O", "O"],
  "xyz": [[1.375779, 0.036775, -0.581004], [-0.151445, -2.123412, -0.279513], [-0.222847, 2.134273, -0.364826], [1.363664, -3.073881, 0.148306], [-0.126338, -2.399839, -2.145813], [0.662603, -1.274795, -2.794137], [0.060160, -0.015240, -2.368118], [0.711181, 1.217882, -2.799678], [-0.079073, 2.387178, -2.207154], [-1.177419, -2.415553, -2.479169], [0.296423, -3.388020, -2.377134], [0.592823, -1.314344, -3.890671], [1.722563, -1.331349, -2.443395], [0.699366, 1.231723, -3.905211], [1.766790, 1.265916, -2.403350], [-1.101477, 2.424906, -2.622315], [0.396752, 3.355469, -2.432842], [1.183864, 3.186152, 0.174213], [-0.971224, 0.006830, -2.396566], [2.035203, 3.002144, -0.489193], [1.423342, 2.849700, 1.184215], [0.937695, 4.254433, 0.191354], [1.565148, -2.835756, 1.194149], [2.183771, -2.701523, -0.469719], [1.242539, -4.154332, 0.025444], [-3.130300, -0.028195, 0.912463], [-3.617661, -0.063018, -0.345215], [-2.825797, 0.937878, 1.392432], [-2.780075, -0.943085, 1.440680], [-3.465506, 0.820981, -0.946628], [-3.458001, -0.973146, -0.912243], [2.313941, 1.273652, 2.826175], [1.963290, 0.074373, 2.094757], [2.336395, -1.099175, 2.896769], [0.540005, 0.036828, 1.640557], [2.797165, 0.056771, 0.629381]],
  "atomic_forces_ev_per_a": [[-2.8, -0.1, 4.1], [1.3, 0.1, -1.4], [1.4, -0.1, -1.0], [-0.2, 0.1, 0.1], [-0.3, -0.4, 0.7], [-1.0, -0.2, -0.6], [0.8, 0.1, 1.3], [-1.0, 0.4, -0.8], [-0.2, 0.3, 0.1], [0.4, 0.1, 0.1], [-0.1, 0.3, 0.2], [0.6, -0.4, 0.1], [-0.2, 0.1, -0.5], [0.6, 0.4, 0.4], [-0.3, -0.1, -0.6], [0.4, -0.1, 0.1], [-0.2, -0.4, 0.2], [-0.1, 0.0, 0.1], [0.8, 0.0, 0.1], [-0.1, 0.1, 0.2], [0.1, 0.0, 0.0], [-0.2, -0.4, -0.1], [0.1, 0.0, 0.0], [0.1, -0.3, 0.1], [-0.2, 0.3, -0.1], [0.8, 0.2, -0.2], [2.9, -0.1, 0.7], [-0.7, -1.0, -0.3], [-0.8, 0.7, -0.3], [-1.1, 0.5, 0.0], [-1.0, -0.4, 0.1], [-0.5, 0.1, -1.9], [2.2, -0.9, 4.5], [-0.7, 0.8, -2.6], [0.8, 0.1, -2.5], [-1.9, 0.0, -0.4]],
  "lowdin_charge": [0.8607, 0.9220, 0.9247, -0.3053, -0.3639, -0.2723, -0.2132, -0.2728, -0.3775, 0.0938, 0.1045, 0.1482, 0.1255, 0.1518, 0.1276, 0.0966, 0.1068, -0.3010, 0.1558, 0.0534, 0.0312, 0.0667, 0.0405, 0.0419, 0.0659, -0.0712, -0.0927, 0.0656, 0.0620, 0.0298, 0.0325, -0.2773, 0.3998, -0.2871, -0.4305, -0.4425],
  "gap_ev": [7.15, 8.03],
  "energy_ev": -76469.159,
  "homo_energy_ev": [-12.54, -12.56],
  "multiplicity": 3,
  "charge": 1
}

***

{
  "formula": "C48H35F5IMnN6O4S3Se",
  "method": "ωB97M-V/def2-TZVPD",
  "symbols": ["Mn", "C", "C", "N", "C", "C", "N", "C", "O", "O", "C", "O", "O", "H", "H", "H", "H", "H", "N", "S", "N", "S", "N", "S", "N", "C", "C", "C", "C", "C", "C", "C", "C", "C", "C", "C", "C", "C", "C", "C", "C", "C", "C", "C", "C", "C", "C", "C", "C", "C", "C", "C", "C", "C", "C", "C", "C", "C", "C", "C", "C", "H", "H", "H", "H", "H", "H", "H", "H", "H", "H", "H", "H", "H", "H", "H", "H", "H", "H", "H", "H", "H", "H", "H", "H", "H", "H", "H", "H", "H", "H", "I", "F", "C", "C", "F", "C", "F", "C", "Se", "C", "F", "C", "F"],
  "xyz": [[0.159052, -0.360517, 0.074918], [-1.876983, -1.195709, 3.031941], [-0.492298, -0.673040, 3.113787], [0.290574, -0.405567, 2.086747], [1.491525, 0.053969, 2.562627], [1.433675, 0.081159, 3.923444], [0.179036, -0.382863, 4.245096], [2.351969, 0.542252, 4.993810], [3.517378, 1.006082, 4.605512], [1.991738, 0.485740, 6.147527], [2.553507, 0.432422, 1.579291], [3.624965, 0.887799, 2.011244], [2.226008, 0.250951, 0.372568], [-2.290623, -0.984405, 2.046021], [-2.510551, -0.737138, 3.790489], [-1.878809, -2.277911, 3.171166], [-0.146175, -0.471031, 5.195966], [3.630702, 0.954231, 3.592337], [0.305574, -0.256756, -1.795183], [0.181499, 0.118732, -3.178801], [-0.755210, 1.401227, -3.584283], [-0.422201, 2.829694, -3.103895], [0.289738, 3.134587, -1.775069], [-0.199629, 2.847590, -0.229114], [-0.489364, 1.521962, 0.282400], [-1.593284, 3.931260, 0.009289], [-2.824786, 3.308487, 0.129729], [-3.949882, 4.101830, 0.312139], [-3.825578, 5.480483, 0.394518], [-2.578591, 6.085016, 0.282090], [-1.449292, 5.310085, 0.080156], [1.133906, 3.696445, 0.601155], [1.958439, 4.643702, 0.012709], [2.973506, 5.209059, 0.769238], [3.157142, 4.827093, 2.091680], [2.321426, 3.884257, 2.671181], [1.299030, 3.318549, 1.926058], [-1.964081, 3.667180, -3.299976], [-1.946095, 5.053072, -3.408152], [-3.150599, 5.718509, -3.539173], [-4.341217, 4.999160, -3.553116], [-4.337966, 3.618984, -3.423327], [-3.138770, 2.930862, -3.288176], [0.656624, 3.596495, -4.291602], [0.164137, 3.754779, -5.580369], [1.000382, 4.274331, -6.552867], [2.312631, 4.605919, -6.235833], [2.794199, 4.415457, -4.950006], [1.963738, 3.908024, -3.960443], [1.770380, 0.483084, -3.901357], [2.831215, 0.606043, -3.019631], [4.078796, 0.944026, -3.533196], [4.240585, 1.143635, -4.895250], [3.160032, 1.015946, -5.764259], [1.911656, 0.685423, -5.268791], [-0.528236, -1.090026, -4.259001], [0.264421, -2.189031, -4.564523], [-0.289318, -3.229744, -5.289843], [-1.621480, -3.169040, -5.679420], [-2.406026, -2.076523, -5.341337], [-1.865180, -1.022581, -4.620203], [-2.881944, 2.226422, 0.058078], [-4.922834, 3.635031, 0.393571], [-4.705492, 6.091295, 0.551101], [-2.486638, 7.160962, 0.353129], [-0.473623, 5.771804, -0.003097], [1.808336, 4.933391, -1.016499], [3.629809, 5.943569, 0.321150], [3.961697, 5.260468, 2.670626], [2.476746, 3.573891, 3.695918], [0.647504, 2.564915, 2.350825], [-1.010049, 5.598252, -3.398126], [-3.162268, 6.796228, -3.631246], [-5.281263, 5.524367, -3.662643], [-5.266746, 3.065082, -3.425341], [-3.115900, 1.854283, -3.145320], [-0.856446, 3.478368, -5.815501], [0.629419, 4.417406, -7.558784], [2.964395, 5.007953, -7.000411], [3.822373, 4.653041, -4.711720], [2.326615, 3.726673, -2.959765], [2.680081, 0.441950, -1.956977], [4.921642, 1.038570, -2.861346], [5.216666, 1.396496, -5.289635], [3.294479, 1.171793, -6.826636], [1.059548, 0.578363, -5.929336], [1.294273, -2.235584, -4.232377], [0.314355, -4.091992, -5.538256], [-2.053835, -3.988614, -6.238437], [-3.450208, -2.046107, -5.621445], [-2.477037, -0.188287, -4.309061], [-0.091629, -2.923568, 0.026424], [-8.462020, 2.073032, 0.256821], [-7.283368, 1.524728, -0.062847], [-6.425218, 1.068790, 0.921818], [-6.777870, 1.185401, 2.208503], [-5.203882, 0.518301, 0.575942], [-4.416397, 0.125725, 1.592302], [-4.772376, 0.375570, -0.743560], [-3.081653, -0.337700, -1.206401], [-5.679658, 0.828473, -1.698864], [-5.386160, 0.730044, -3.010881], [-6.897670, 1.402017, -1.385229], [-7.710284, 1.842661, -2.357034]],
  "atomic_forces_ev_per_a": [[-0.1, 0.5, 0.1], [0.0, 0.0, 0.0], [-0.1, 0.1, 0.0], [0.0, -0.1, 0.0], [0.0, 0.0, 0.0], [0.0, 0.0, 0.0], [0.0, 0.0, 0.0], [0.0, -0.1, 0.0], [0.1, 0.0, -0.1], [0.0, 0.0, 0.0], [0.1, 0.0, 0.0], [0.0, 0.0, 0.1], [0.0, 0.0, 0.0], [0.0, 0.0, 0.0], [0.0, 0.0, 0.0], [0.0, 0.0, 0.0], [0.0, 0.0, 0.0], [0.0, 0.0, 0.1], [0.2, -0.1, -0.2], [-0.1, 0.1, 0.0], [0.1, 0.0, 0.0], [-0.1, 0.0, -0.1], [0.2, 0.1, 0.0], [0.0, 0.1, 0.1], [0.0, -0.2, -0.1], [0.0, 0.0, 0.0], [0.0, 0.0, -0.1], [0.0, 0.0, 0.0], [0.0, 0.0, 0.0], [0.0, 0.0, 0.0], [0.0, 0.0, 0.0], [0.0, -0.1, 0.0], [0.0, 0.0, 0.0], [0.0, 0.0, 0.0], [0.0, 0.0, 0.0], [0.0, 0.0, 0.0], [0.0, 0.0, 0.0], [0.0, 0.0, 0.0], [0.0, 0.0, 0.0], [0.0, 0.0, 0.0], [0.0, 0.0, 0.0], [0.0, 0.0, 0.0], [0.0, 0.0, 0.0], [0.0, 0.0, 0.0], [0.0, 0.0, 0.0], [0.0, 0.0, 0.0], [0.0, 0.0, 0.0], [0.0, 0.0, 0.0], [0.0, 0.0, 0.0], [0.0, 0.0, 0.0], [0.0, 0.0, 0.0], [0.0, 0.0, 0.0], [0.0, 0.0, 0.0], [0.0, 0.0, 0.0], [0.0, 0.0, 0.0], [-0.1, 0.0, 0.0], [0.0, 0.0, 0.0], [0.0, 0.0, 0.0], [0.0, 0.0, 0.0], [0.0, 0.0, 0.0], [0.0, 0.0, 0.0], [0.0, 0.0, 0.0], [0.0, 0.0, 0.0], [0.0, 0.0, 0.0], [0.0, 0.0, 0.0], [0.0, 0.0, 0.0], [0.0, 0.0, -0.1], [0.0, 0.0, 0.0], [0.0, 0.0, 0.0], [0.0, 0.0, 0.0], [0.0, 0.0, 0.0], [0.0, 0.0, 0.0], [0.0, 0.0, 0.0], [0.0, 0.0, 0.0], [0.0, 0.0, 0.0], [0.0, 0.0, 0.0], [0.0, 0.0, 0.0], [0.0, 0.0, 0.0], [0.0, 0.0, 0.0], [0.0, 0.0, 0.0], [0.0, 0.0, 0.1], [0.0, 0.0, 0.0], [0.0, 0.0, 0.0], [0.0, 0.0, 0.0], [0.0, 0.0, 0.0], [0.0, 0.0, 0.0], [0.0, 0.0, 0.0], [0.0, 0.0, 0.0], [0.0, 0.0, 0.0], [0.0, 0.0, 0.0], [0.0, 0.0, 0.0], [0.1, -0.2, 0.0], [0.0, 0.0, 0.0], [0.0, 0.0, 0.0], [0.0, 0.0, 0.0], [0.0, 0.0, 0.0], [0.0, 0.0, 0.0], [0.0, 0.0, 0.0], [0.1, 0.0, 0.1], [0.0, 0.0, 0.0], [0.0, 0.0, 0.0], [0.0, 0.0, 0.0], [0.0, 0.0, 0.0], [0.0, 0.0, 0.0]],
  "lowdin_charge": [0.3837, 0.0019, -0.3182, -0.0004, -0.1266, -0.0699, 0.2004, -0.4969, 0.1219, 0.0996, -0.5711, 0.0415, -0.0778, 0.0464, 0.0912, 0.0893, 0.1771, 0.0717, -0.3915, 0.7625, -0.3387, 0.8901, -0.3430, 0.8042, -0.3138, -0.2963, -0.0508, -0.0415, -0.0636, -0.0709, -0.0623, -0.2973, -0.0785, -0.0614, -0.0532, -0.0454, -0.0576, -0.3143, -0.0670, -0.0598, -0.0483, -0.0368, -0.0437, -0.3117, -0.0613, -0.0557, -0.0627, -0.0595, -0.0596, -0.3188, -0.0412, -0.0526, -0.0733, -0.0711, -0.0698, -0.3102, -0.0601, -0.0623, -0.0646, -0.0536, -0.0731, 0.0603, 0.1057, 0.1089, 0.1078, 0.1089, 0.0924, 0.1072, 0.1112, 0.1137, 0.1100, 0.1240, 0.1115, 0.1127, 0.1029, 0.0560, 0.1266, 0.1121, 0.1106, 0.1154, 0.1014, 0.0946, 0.1146, 0.1080, 0.1109, 0.1249, 0.1234, 0.1092, 0.1074, 0.1124, 0.0749, 0.2587, 0.1092, -0.1579, -0.1615, 0.1097, -0.2696, 0.0565, -0.5692, 0.6101, -0.2730, 0.0407, -0.1589, 0.1021],
  "gap_ev": [5.48, 6.00],
  "energy_ev": -218331.708,
  "homo_energy_ev": [-6.45, -6.45],
  "multiplicity": 5,
  "de_lowest_ev": 0.022
}

***

{
  "formula": "C6H10O2S3",
  "method": "ωB97M-V/def2-TZVPD",
  "symbols": ["C", "C", "C", "C", "C", "C", "O", "O", "S", "S", "S", "H", "H", "H", "H", "H", "H", "H", "H", "H", "H"],
  "xyz": [[0.710312, -1.900886, 2.274613], [-0.595218, -2.109119, 2.672219], [1.182767, -0.607647, 2.474707], [0.222712, 1.974568, 0.326302], [-0.976654, -0.616018, -2.545111], [0.666372, 0.680027, -0.128075], [0.168833, -1.845647, -0.714774], [-1.677180, -0.473046, 0.062673], [-1.362192, -0.928840, 3.618908], [0.025115, 0.539921, 3.260163], [-0.455355, -0.544572, -0.734279], [1.211232, -2.738655, 1.737230], [-1.163679, -2.991963, 2.198810], [2.275885, -0.313824, 2.449428], [0.529789, 2.168064, 1.441714], [-0.854357, 2.079242, 0.245133], [0.741429, 2.863512, -0.231367], [-1.222079, 0.211123, -3.132555], [-0.055436, -0.997684, -2.966851], [-1.682426, -1.374328, -2.585589], [1.613595, 0.595537, -0.584045]],
  "atomic_forces_ev_per_a": [[-0.7, -0.3, -0.1], [-0.3, -2.0, -1.4], [0.9, 1.2, 0.1], [1.0, 2.5, 0.9], [3.0, 0.6, 1.2], [-0.8, -1.3, -0.9], [1.1, -0.2, 0.2], [0.4, 0.9, -0.3], [-0.5, 0.0, -0.3], [1.5, -1.2, -0.1], [-1.8, -0.8, 0.3], [-0.1, 1.2, 0.4], [0.7, 1.5, 1.3], [-1.6, -0.2, -0.2], [-0.7, -0.4, -1.6], [-0.1, 0.1, 0.2], [-0.9, -1.6, 0.8], [-0.8, 1.7, -0.3], [0.2, -0.2, -0.2], [-1.5, -1.3, 0.3], [1.1, -0.3, -0.3]],
  "lowdin_charge": [-0.2921, -0.5378, -0.4177, -0.2074, -0.1025, -0.2802, -0.3741, -0.3679, 0.6324, 0.5921, 0.6109, 0.1304, 0.1210, 0.0958, 0.0458, 0.0690, 0.1117, 0.0319, 0.0471, 0.0320, 0.0597],
  "gap_ev": [7.95, 5.28],
  "energy_ev": -42980.092,
  "homo_energy_ev": [-8.38, -6.58]
}

***

{
  "formula": "C19H20ClN3O5",
  "method": "ωB97M-V/def2-TZVPD",
  "symbols": ["C", "C", "O", "C", "N", "N", "C", "O", "O", "C", "C", "O", "H", "H", "H", "H", "H", "H", "H", "H", "H", "H", "Cl", "C", "C", "C", "C", "N", "C", "C", "C", "C", "C", "C", "C", "C", "O", "C", "H", "H", "H", "H", "H", "H", "H", "H", "H", "H"],
  "xyz": [[-4.907556, 1.671920, -2.454243], [-3.722021, 0.754821, -2.279586], [-2.793723, 1.404295, -1.374431], [-1.629933, 0.714806, -1.302797], [-0.872792, 1.206529, -0.248344], [0.317649, 0.561073, -0.246597], [1.344686, 1.209293, -0.997485], [1.208406, 2.176844, -1.713819], [2.509161, 0.567538, -0.789219], [3.555769, 1.206195, -1.568228], [4.833490, 0.453345, -1.321397], [-1.368437, -0.226534, -2.054701], [-5.765950, 1.096526, -2.804304], [-5.180599, 2.185157, -1.527375], [-4.687340, 2.422708, -3.219172], [-4.035881, -0.206247, -1.838235], [-3.222979, 0.576271, -3.242716], [3.262967, 1.165957, -2.624782], [3.625664, 2.257170, -1.260763], [5.669323, 1.051080, -1.688085], [5.006360, 0.238942, -0.260230], [4.838058, -0.484095, -1.886291], [-1.499797, 3.553586, 3.852390], [-0.154077, 2.563401, 3.475132], [1.015869, 2.583121, 4.241457], [2.047037, 1.714934, 3.881069], [1.887303, 0.862546, 2.805265], [0.749525, 0.857365, 2.084439], [0.603825, -0.125203, 0.988084], [-0.581306, -1.005503, 1.201095], [-0.605867, -2.243400, 0.361065], [-1.814656, -2.659366, -0.207557], [-1.851591, -3.833532, -0.959037], [-0.709142, -4.637738, -1.058858], [0.473667, -4.260247, -0.414701], [0.531700, -3.059362, 0.291674], [-1.459337, -0.735699, 2.001559], [-0.263906, 1.708434, 2.382847], [1.084573, 3.260693, 5.085707], [2.980664, 1.671045, 4.430972], [2.640252, 0.156433, 2.459407], [1.509814, -0.693000, 0.856324], [-2.702923, -2.041499, -0.070553], [-2.777275, -4.109437, -1.465884], [-0.750483, -5.573900, -1.620516], [1.359215, -4.894676, -0.453969], [1.439187, -2.743771, 0.806965], [-1.136610, 1.681195, 1.748444]],
  "atomic_forces_ev_per_a": [[-0.1, 0.3, -0.3], [0.1, 0.3, 0.3], [-0.5, -0.6, -0.8], [1.1, 0.1, 1.3], [-2.8, 0.2, -1.5], [2.6, 0.4, -0.7], [-1.2, -0.3, 0.8], [-0.1, -1.1, 0.7], [0.7, 0.5, -0.5], [0.1, -0.2, 0.2], [0.3, -0.2, -0.2], [-0.1, 0.6, 0.3], [0.0, 0.0, 0.0], [0.1, -0.2, -0.1], [-0.1, 0.1, 0.2], [0.2, 0.2, -0.2], [-0.2, -0.1, 0.4], [0.1, 0.1, 0.3], [0.0, -0.3, -0.1], [0.0, 0.0, 0.0], [-0.1, 0.1, -0.2], [0.0, 0.0, 0.2], [0.0, 0.1, 0.1], [0.8, -0.3, -0.1], [-0.5, -0.2, -0.5], [0.1, -0.2, -0.2], [0.0, 0.0, 0.0], [0.0, 0.6, 1.0], [0.0, 1.3, -1.7], [-1.5, -1.0, 0.9], [-0.1, -0.4, 0.3], [0.2, -0.1, -0.1], [0.1, 0.1, 0.2], [0.0, 0.2, 0.2], [0.0, 0.0, 0.0], [-0.4, 0.2, -0.3], [0.8, -0.2, -0.5], [0.1, -0.3, 0.4], [0.1, -0.1, -0.1], [-0.2, 0.1, 0.0], [-0.1, 0.2, 0.3], [0.4, 0.0, 0.4], [0.3, -0.1, -0.2], [0.3, 0.0, 0.2], [0.0, 0.3, 0.1], [-0.3, 0.1, 0.0], [-0.1, -0.3, -0.2], [0.0, -0.1, -0.3]],
  "lowdin_charge": [-0.0833, -0.2422, -0.0199, -0.5798, 0.0420, -0.0556, -0.4781, 0.1230, -0.0134, -0.2198, -0.0751, 0.0240, 0.0701, 0.0767, 0.0740, 0.1176, 0.1207, 0.1328, 0.1274, 0.0777, 0.0750, 0.0799, 0.7497, -0.6090, -0.0375, -0.0186, 0.0045, 0.0613, -0.1690, -0.2806, -0.1418, -0.0097, -0.0564, -0.0743, -0.0764, -0.0253, 0.1324, -0.0059, 0.1201, 0.1192, 0.1460, 0.1340, 0.1253, 0.1088, 0.1048, 0.1030, 0.1087, 0.1134],
  "gap_ev": 6.07,
  "energy_ev": -47255.545,
  "homo_energy_ev": -7.28,
  "de_lowest_ev": 2.745
}